(1)
ORCA calculation (ωB97M-V/def2-TZVPD) on a cluster of 2 separate species, C42H39N2O in total.

```
84
Properties=species:S:1:pos:R:3
C -4.721 0.864 -1.318
N -3.465 0.330 -0.867
C -3.235 -1.031 -0.815
O -3.975 -1.912 -1.249
C -1.855 -1.235 -0.202
C -1.988 -1.744 1.240
C -1.877 -3.242 1.406
C -1.481 -3.762 2.647
C -1.219 -5.124 2.787
C -1.452 -5.990 1.710
C -1.969 -5.487 0.510
C -2.208 -4.116 0.365
N -1.325 0.127 -0.247
C -0.232 0.434 -0.980
C 0.820 -0.413 -1.252
C 1.452 -0.301 -2.567
C 1.773 -1.434 -3.340
C 2.387 -1.285 -4.582
C 2.733 -0.014 -5.052
C 2.437 1.120 -4.285
C 1.768 0.981 -3.074
C -2.461 1.066 -0.157
C -2.900 1.298 1.320
C -3.569 2.678 1.329
C -3.175 3.391 0.021
C -2.161 2.477 -0.669
H -5.242 0.079 -1.873
H -5.349 1.190 -0.478
H -4.548 1.719 -1.978
H -1.264 -1.916 -0.829
H -1.226 -1.241 1.857
H -2.971 -1.415 1.624
H -1.353 -3.078 3.490
H -0.835 -5.505 3.735
H -1.244 -7.056 1.813
H -2.190 -6.157 -0.324
H -2.661 -3.713 -0.545
H -0.196 1.440 -1.391
H 0.897 -1.373 -0.738
H 1.514 -2.422 -2.949
H 2.600 -2.171 -5.185
H 3.229 0.101 -6.016
H 2.722 2.116 -4.627
H 1.510 1.866 -2.485
H -3.569 0.502 1.674
H -1.991 1.285 1.940
H -4.659 2.572 1.402
H -3.242 3.262 2.200
H -4.050 3.548 -0.626
H -2.742 4.379 0.227
H -1.161 2.745 -0.302
H -2.170 2.523 -1.765
C 2.220 0.702 0.574
C 3.429 0.607 -0.217
C 3.865 -0.628 -0.746
C 4.823 -0.665 -1.752
C 5.443 0.512 -2.186
C 5.138 1.722 -1.557
C 4.176 1.764 -0.557
C 1.556 1.976 0.853
C 0.706 1.800 1.996
C -0.053 2.845 2.510
C -0.021 4.076 1.848
C 0.769 4.245 0.697
C 1.561 3.205 0.195
C 0.867 0.439 2.474
C 1.819 -0.226 1.622
C 2.213 -1.522 1.933
C 1.634 -2.155 3.038
C 0.735 -1.484 3.884
C 0.342 -0.173 3.603
H 3.386 -1.554 -0.433
H 5.071 -1.618 -2.223
H 6.169 0.481 -2.997
H 5.644 2.644 -1.855
H 3.989 2.699 -0.025
H -0.633 2.688 3.422
H -0.603 4.916 2.237
H 0.774 5.211 0.189
H 2.183 3.357 -0.683
H 2.976 -2.027 1.349
H 1.901 -3.189 3.259
H 0.353 -1.985 4.774
H -0.347 0.383 4.241
```

Computed properties:
Net charge: +1
Orbital gap, eV: 5.459
Max |F|, eV/Å: 1.74
Molecular weight, g mol⁻¹: 587.79
ΔE to the lowest compared entry with this formula, charge and spin, eV: 0.0000

Here are the Löwdin charges for atoms 1 to 2, given in e: 0.01 -0.01



(2)
ORCA calculation (ωB97M-V/def2-TZVPD) on a structure of composition C43H48IrN2O4S2Se.

```
101
Properties=species:S:1:pos:R:3
Ir 1.103 0.938 1.473
C -2.846 -5.293 -0.972
C -1.544 -5.656 -0.235
C -0.836 -6.773 -1.002
C -1.882 -6.167 1.179
C -0.696 -4.402 -0.123
C -1.176 -3.320 0.659
C -0.462 -2.174 0.764
Se -1.045 -0.754 1.919
C -2.192 0.275 0.791
C -3.528 -0.086 0.705
C -4.422 0.712 0.017
C -3.916 1.895 -0.531
C -2.588 2.297 -0.448
C -1.670 1.447 0.219
O -0.393 1.775 0.297
C -2.109 3.638 -1.027
C -1.041 3.414 -2.109
C -1.528 4.503 0.107
C -3.255 4.428 -1.670
C -5.891 0.294 -0.094
C -6.475 0.067 1.310
C -5.993 -1.013 -0.896
C -6.738 1.356 -0.795
C 0.808 -2.021 0.075
O 1.424 -0.943 0.126
C 1.330 -3.146 -0.701
C 0.551 -4.277 -0.766
C 2.692 -3.043 -1.382
C 3.771 -2.785 -0.312
C 2.689 -1.894 -2.408
C 3.057 -4.335 -2.122
H -3.514 -6.159 -0.985
H -2.642 -5.001 -2.005
H -3.369 -4.468 -0.483
H -1.494 -7.642 -1.051
H 0.089 -7.080 -0.505
H -0.602 -6.480 -2.028
H -2.363 -7.145 1.106
H -2.567 -5.499 1.703
H -0.979 -6.275 1.785
H -2.123 -3.396 1.180
H -3.861 -0.998 1.192
H -4.604 2.542 -1.052
H -0.163 2.912 -1.706
H -0.730 4.379 -2.521
H -1.444 2.809 -2.927
H -0.636 4.047 0.537
H -2.268 4.639 0.902
H -1.258 5.489 -0.283
H -3.711 3.883 -2.502
H -2.857 5.365 -2.066
H -4.034 4.678 -0.945
H -6.027 -0.802 1.799
H -7.554 -0.107 1.247
H -6.304 0.939 1.947
H -5.374 -1.797 -0.453
H -5.660 -0.860 -1.926
H -7.029 -1.368 -0.918
H -6.731 2.302 -0.246
H -7.772 1.011 -0.856
H -6.390 1.543 -1.814
H 0.912 -5.112 -1.342
H 3.597 -1.846 0.213
H 4.751 -2.733 -0.792
H 3.791 -3.594 0.423
H 2.525 -0.927 -1.939
H 1.914 -2.053 -3.163
H 3.656 -1.868 -2.917
H 3.122 -5.191 -1.444
H 4.038 -4.205 -2.581
H 2.346 -4.566 -2.920
S 0.392 1.779 3.835
C 1.061 3.218 3.188
N 1.532 3.183 1.981
C 2.024 4.405 1.544
C 2.562 4.676 0.289
C 2.992 5.964 0.027
C 2.889 6.973 0.989
C 2.350 6.710 2.237
C 1.919 5.416 2.503
S 1.177 4.778 3.949
H 2.647 3.884 -0.445
H 3.417 6.193 -0.943
H 3.231 7.974 0.756
H 2.263 7.490 2.983
O 4.035 2.048 -1.254
C 4.192 1.478 -0.200
N 3.209 1.123 0.715
C 3.768 0.481 1.762
O 3.052 0.041 2.669
C 5.247 0.387 1.586
C 6.249 -0.158 2.360
C 7.552 -0.071 1.871
C 7.821 0.545 0.652
C 6.795 1.095 -0.120
C 5.513 1.001 0.373
H 6.028 -0.634 3.308
H 8.371 -0.483 2.449
H 8.844 0.598 0.298
H 6.988 1.577 -1.073
```

Computed properties:
Net charge: 0
Orbital gap (alpha / beta), eV: 7.843 / 5.020
Max |F|, eV/Å: 0.86
Molecular weight, g mol⁻¹: 992.18
ΔE to the lowest compared entry with this formula, charge and spin, eV: 0.0000
Spin multiplicity: 6

Here are the Löwdin charges for atoms 1 to 2, given in e: 1.29 -0.03